(1)
The following is a quantum chemistry calculation of a structure of composition C34H59ClN2NdO2Si in a non-equilibrium geometry, from the OMol25 dataset.

Computed properties:
lowest unoccupied orbital energy (alpha / beta) = -2.88 / -2.87 eV
total energy = -78960.915 eV
multiplicity = 4
energy relative to the best compared isomer or geometry (same formula, charge and spin) = 65.01 kcal per mole
highest occupied orbital energy (alpha / beta) = -0.3682 / -0.3670 Ha
total charge = +1
molecular weight = 735.637 g mol⁻¹

```
100
Properties=species:S:1:pos:R:3:lowdin_charge:R:1
C 3.657 -0.018 -1.251 -0.037
H 3.918 0.237 -2.268 0.110
C 1.599 3.484 2.761 -0.037
H 2.445 -6.068 1.979 0.029
H -0.619 -3.408 -6.234 0.069
C -1.092 -5.816 0.219 -0.184
H -2.120 2.720 3.813 0.053
H -1.615 -5.347 1.051 0.026
N -0.539 3.101 1.781 -0.149
H -2.783 5.915 -1.108 0.119
H 1.265 -3.144 0.900 0.000
H -1.165 0.716 -2.897 0.082
H 3.225 -0.544 3.543 0.073
C -2.951 3.660 2.030 -0.211
H -0.811 -0.847 3.588 -0.028
H -2.344 -3.607 -5.975 0.077
H 0.908 -1.575 -5.646 0.062
H -3.675 2.040 3.279 0.079
C 2.500 0.488 0.828 -0.257
H -2.912 0.578 -2.650 0.081
C 2.275 2.403 2.333 -0.289
H 2.142 4.220 3.332 0.113
C 2.350 2.123 -1.136 -0.023
H 2.592 -1.933 -5.269 0.077
H 0.450 5.429 4.018 0.093
H 1.624 -0.976 -4.153 0.062
H -4.178 1.392 1.131 0.059
O -1.759 0.808 -0.082 -0.403
Nd -0.269 1.148 1.327 1.677
H -1.196 5.157 3.530 0.088
C 1.176 -3.094 -4.102 -0.266
H -2.208 2.067 -3.255 0.097
H -2.658 2.470 -0.928 0.113
H 4.147 3.193 3.134 0.088
C -1.678 4.609 0.204 -0.214
C -1.194 -3.581 -4.132 -0.262
H 1.210 -3.962 -4.762 0.119
C -0.388 4.888 -0.567 -0.022
C -0.830 0.261 3.633 -0.791
C 1.597 -1.821 -4.839 -0.069
H 2.580 2.971 -0.490 0.082
H 4.352 2.173 1.729 0.096
C 1.635 -6.568 -0.939 -0.185
H -0.575 4.863 -1.641 0.090
H -1.279 -6.887 0.281 0.033
H -1.538 -5.458 -0.706 0.017
H 4.773 -1.851 -1.290 0.109
H -3.600 3.595 4.082 0.096
H 4.215 -2.458 1.026 0.117
H -5.048 0.003 0.506 0.098
H -4.917 5.624 0.072 0.111
C -4.034 5.109 0.421 -0.053
C 1.143 -3.631 -0.034 -0.151
C -0.172 5.169 3.161 0.033
H -1.045 -4.660 -4.093 0.113
C -2.826 5.267 -0.244 -0.040
H 1.621 -0.979 2.983 0.034
H 2.807 2.312 -2.107 0.091
H 1.907 -3.295 -3.321 0.103
C 2.840 0.831 -0.498 -0.201
C -1.854 1.769 -1.141 -0.246
C -3.085 2.951 3.369 -0.032
H -2.758 -0.688 0.904 0.123
H 2.111 -3.623 -0.514 0.015
H 1.073 -5.262 2.731 0.023
C -2.053 1.240 -2.563 -0.018
C 3.017 -0.702 1.384 -0.198
H -3.014 -0.689 -0.799 0.124
H -1.585 -2.056 -5.643 0.072
C -1.728 3.724 1.316 -0.228
C 1.361 -5.980 1.969 -0.187
H 1.227 -6.477 -1.942 0.020
H 2.696 -6.324 -0.987 0.028
C 3.769 2.298 2.641 0.021
C 0.225 3.826 2.529 -0.270
H 0.952 -6.948 2.252 0.034
Si 0.748 -5.455 0.282 0.465
C -4.090 4.323 1.564 -0.039
H 1.270 2.081 -1.255 0.046
H 2.894 -2.185 2.982 0.085
C -1.446 -3.134 -5.579 -0.078
C -2.922 -0.026 0.060 -0.195
H -2.092 -3.383 -3.549 0.109
C -4.250 0.712 0.288 -0.025
N 1.711 1.365 1.609 -0.199
H -0.088 5.974 2.432 0.100
H -1.842 0.553 3.962 -0.047
O -0.105 -2.907 -3.495 -0.186
Cl 0.359 0.829 4.829 0.453
C 4.144 -1.199 -0.700 -0.059
H -0.005 5.877 -0.319 0.094
H 0.393 4.154 -0.373 0.049
H -4.556 1.285 -0.586 0.085
H -5.022 4.251 2.106 0.122
C 2.683 -1.131 2.806 -0.027
H 1.550 -7.614 -0.646 0.034
C 3.828 -1.539 0.611 -0.048
H 3.976 1.463 3.304 0.083
H 0.507 -3.189 -0.774 0.012
H -0.932 2.340 -1.130 0.082
```

(2)
The following is a quantum chemistry calculation of a structure of composition C34H60Cl2P2Sn in a non-equilibrium geometry, from the OMol25 dataset.

Computed properties:
lowest unoccupied orbital energy (alpha / beta) = -1.27 / -1.27 eV
total energy = -85686.089 eV
energy relative to the best compared isomer or geometry (same formula, charge and spin) = 12.40 kcal per mole
highest occupied orbital energy (alpha / beta) = -0.2045 / -0.2045 Ha
total charge = 0
molecular weight = 720.419 g mol⁻¹

```
99
Properties=species:S:1:pos:R:3:lowdin_charge:R:1
H 2.413 6.696 1.727 0.056
H -1.415 0.607 -6.787 0.105
H -1.313 4.349 -0.682 0.093
H 0.197 6.456 1.965 0.067
H -0.307 -3.003 4.282 0.096
H -1.337 -4.161 -3.045 0.105
C -0.067 -1.060 -4.025 -0.216
C 1.710 -0.229 4.027 -0.389
C -1.396 -1.231 -3.271 -0.484
H -3.138 1.218 -5.047 0.106
C -5.259 -3.296 0.203 -0.207
P 1.677 3.794 1.613 1.009
H -2.455 -3.537 0.523 0.100
H 0.343 4.273 -1.318 0.083
H 1.807 -4.857 0.785 0.109
H -5.608 -1.755 -1.257 0.113
H 4.767 3.733 1.778 0.068
H 0.055 -6.285 -0.152 0.112
H 3.205 4.961 4.910 0.087
C -0.895 -4.371 -2.061 -0.212
C 1.490 -2.644 5.467 -0.125
C 3.379 4.885 -0.419 -0.103
C 0.039 6.075 0.949 -0.112
C 0.141 4.545 0.879 -0.556
C -2.538 0.304 -4.961 -0.204
H -5.016 -4.367 0.215 0.112
C 0.091 -5.543 -2.178 -0.201
C 2.682 -0.589 5.028 -0.071
C -1.217 0.470 -5.718 -0.213
H -0.152 -0.837 3.077 0.026
H 2.678 2.864 -0.314 0.068
H 4.114 2.091 1.551 0.067
Cl 1.818 0.007 -0.272 0.005
H 3.962 5.976 2.270 0.076
C 0.521 -2.327 4.497 -0.108
H 3.519 0.099 5.194 0.101
H -0.581 4.152 1.624 0.097
H 1.210 5.216 3.436 0.112
H 2.347 3.440 4.620 0.069
C -0.171 -3.147 -1.504 -0.454
C 0.608 -1.129 3.803 -0.093
C 2.186 4.911 3.010 -0.497
H 0.952 -2.551 0.255 0.054
C -0.290 -0.731 -5.510 -0.204
H 4.097 4.622 -1.207 0.088
Sn 0.837 1.321 1.484 0.547
C 2.567 -1.775 5.725 -0.118
H -0.431 -6.429 -2.557 0.107
H -5.851 -3.387 -1.884 0.107
H -1.870 0.853 -2.979 0.111
C -0.300 3.974 -0.479 -0.114
H 3.859 5.663 0.184 0.061
H -3.299 -0.178 -2.998 0.096
C -2.861 -2.514 0.539 -0.231
H -3.813 -2.314 -2.819 0.094
H 0.853 -5.275 -2.922 0.112
C 0.439 -3.445 -0.125 -0.232
C 3.064 3.628 0.388 -0.547
H -3.407 -3.770 -1.919 0.095
C -5.208 -2.778 -1.238 -0.200
H -0.979 6.368 0.663 0.086
C 1.424 -4.619 -0.214 -0.198
H 5.068 2.850 0.275 0.091
H -4.265 -3.009 2.112 0.108
C -2.323 -0.018 -3.476 -0.221
H 0.666 -2.923 -2.189 0.096
H 3.904 3.774 3.794 0.071
H 0.514 -0.257 -3.547 0.108
H -3.286 -0.913 -0.819 0.097
H -4.629 -1.512 1.246 0.112
H -0.362 -3.691 0.587 0.099
C 2.958 4.213 4.141 -0.114
C 2.919 6.176 2.548 -0.111
H 2.501 5.316 -0.914 0.067
H -1.718 -4.654 -1.390 0.099
H 1.405 -3.573 6.011 0.080
C 4.319 3.044 1.053 -0.101
H 2.638 1.664 3.579 -0.024
H -3.118 -0.506 -5.425 0.114
C -4.284 -2.547 1.118 -0.200
H -0.713 1.380 -5.369 0.110
H 2.284 -4.306 -0.821 0.113
H 0.724 6.590 0.262 0.076
H 0.680 -0.546 -5.986 0.106
H -1.894 -2.146 -3.639 0.096
C 1.878 0.940 3.278 -0.337
H 3.317 -2.039 6.472 0.095
H 2.947 6.884 3.388 0.092
H 0.540 -1.973 -3.955 0.097
H -2.217 -1.909 1.191 0.071
C -3.784 -2.745 -1.810 -0.211
P -1.112 -1.517 -1.452 1.070
H -0.378 2.877 -0.472 0.020
C -2.866 -1.936 -0.884 -0.455
Cl -1.517 0.894 1.545 0.055
H 1.553 -6.627 -1.009 0.105
H -6.279 -3.201 0.592 0.105
H -0.730 -1.609 -6.001 0.114
C 0.787 -5.859 -0.850 -0.207
```

Q: The highest molecular weight belongs to which entry?
A: C34H59ClN2NdO2Si